[1]
Here is a cluster of 2 separate species, C5H7N in total from the Open Molecules 2025 dataset. Energies are from ωB97M-V/def2-TZVPD.

```
! wB97M-V def2-TZVPD RIJCOSX def2/J DEFGRID3
* xyz 0 1
C 1.5439 -0.8051 -0.6641
C 1.4350 0.4664 -0.3894
C 1.0311 1.6296 0.0507
N -1.1032 0.3614 1.0725
C -1.0735 -0.8876 0.9497
C -1.7018 -0.2462 -0.1868
H 2.3465 -1.3066 -1.1932
H 1.2503 1.9534 1.0646
H 0.3864 2.2757 -0.5426
H -0.7519 -1.7447 1.5297
H 0.7181 -1.4272 -0.3066
H -2.7880 -0.1949 -0.2496
H -1.1604 -0.0911 -1.1271
*
```

Computed properties:
SMILES string	C1=NC1.C=C=C
HOMO energy	-9.58	eV
F_max	0.761	eV/A
LUMO level	1.134	eV
ΔE to the lowest compared entry with this formula, charge and spin	103.6	kcal/mol
frontier orbital gap	10.71	eV

Atom charges from the Löwdin analysis, given in e for atoms 1 to 5: C -0.01; C -0.20; C -0.03; N 0.10; C -0.20

---

[2]
Here is a structure of composition C5H7N from the Open Molecules 2025 dataset. Energies are from ωB97M-V/def2-TZVPD.

```
! wB97M-V def2-TZVPD RIJCOSX def2/J DEFGRID3
* xyz 0 1
C 0.5264 -1.3038 -0.1063
C 1.1241 -0.1202 -0.7355
C 0.6514 1.0649 -0.3123
C -0.6661 1.1069 0.3487
N -1.7725 0.2088 -0.0075
C -0.7948 -0.2728 0.9011
H 0.9466 -1.6840 0.8053
H 0.5334 -2.1825 -0.8288
H 1.8125 -0.1546 -1.5786
H 1.2488 1.9645 -0.3200
H -1.0325 2.0747 0.7146
H -1.6389 -0.3117 -0.8692
H -0.9382 -0.3902 1.9883
*
```

Computed properties:
HOMO energy	-8.44	eV
F_max	1.885	eV/A
LUMO level	1.080	eV
ΔE to the lowest compared entry with this formula, charge and spin	100.3	kcal/mol
frontier orbital gap	9.52	eV

Atom charges from the Löwdin analysis, given in e for atoms 1 to 5: C -0.06; C -0.17; C -0.08; C -0.29; N 0.03

---

[3]
Here is an isolated molecule of C5H7N from the Open Molecules 2025 dataset. Energies are from ωB97M-V/def2-TZVPD.

```
! wB97M-V def2-TZVPD RIJCOSX def2/J DEFGRID3
* xyz 0 1
N -0.7575 -0.0384 1.3749
C -1.1095 0.8315 0.5932
C -1.5192 1.8064 -0.1835
C 0.6872 -1.1597 -0.3870
C 0.2105 -1.0935 1.0455
C 1.3509 -0.1854 -1.0018
H -0.9680 2.7390 -0.2188
H -2.3967 1.6838 -0.8070
H 0.4403 -2.0645 -0.9402
H -0.2566 -2.0393 1.3357
H 1.0546 -0.9483 1.7296
H 1.6110 0.7443 -0.4989
H 1.6529 -0.2759 -2.0417
*
```

Computed properties:
SMILES string	C=C=NCC=C
HOMO energy	-8.79	eV
F_max	0.798	eV/A
LUMO level	1.077	eV
ΔE to the lowest compared entry with this formula, charge and spin	51.8	kcal/mol
frontier orbital gap	9.87	eV

Atom charges from the Löwdin analysis, given in e for atoms 1 to 5: N 0.08; C -0.22; C 0.00; C -0.18; C -0.22

---

> Which formula does entry 1 have?

C5H7N